The following is a DFT calculation (ωB97M-V with the def2-TZVPD basis set) of C43H48N2OP2SSi2Ti as an isolated structure in a non-equilibrium geometry.

```
100
Properties=species:S:1:pos:R:3
Ti 0.120 0.290 -0.012
C 1.644 2.589 2.902
Si 0.901 0.926 2.246
C -0.629 0.528 3.381
C -0.683 0.986 4.695
C -1.749 0.704 5.531
C -2.809 -0.058 5.066
C -2.795 -0.512 3.762
C -1.725 -0.212 2.917
P -1.825 -0.817 1.194
C -2.565 -2.470 1.475
C -1.748 -3.460 2.016
C -2.268 -4.710 2.295
C -3.604 -4.977 2.042
C -4.422 -3.995 1.510
C -3.906 -2.745 1.222
C -3.268 0.057 0.481
C -3.507 -0.186 -0.873
C -4.563 0.433 -1.516
C -5.367 1.322 -0.818
C -5.131 1.568 0.524
C -4.085 0.939 1.176
C 2.212 -0.421 2.761
C 2.903 -0.312 3.962
C 3.950 -1.158 4.283
C 4.366 -2.112 3.371
C 3.701 -2.243 2.166
C 2.604 -1.432 1.870
P 1.670 -1.633 0.317
C 1.175 -3.395 0.152
C 0.036 -3.608 -0.625
C -0.395 -4.890 -0.908
C 0.307 -5.977 -0.413
C 1.417 -5.774 0.388
C 1.848 -4.491 0.678
C 2.919 -1.517 -1.001
C 2.449 -1.710 -2.299
C 3.302 -1.562 -3.374
C 4.627 -1.210 -3.158
C 5.091 -0.998 -1.871
C 4.240 -1.143 -0.790
H 1.836 2.575 3.970
H 0.975 3.419 2.700
H 2.589 2.795 2.408
H 0.136 1.579 5.071
H -1.749 1.074 6.546
H -3.641 -0.291 5.714
H -3.625 -1.102 3.391
H -0.708 -3.233 2.220
H -1.632 -5.473 2.715
H -4.010 -5.949 2.271
H -5.468 -4.195 1.328
H -4.555 -1.985 0.813
H -2.853 -0.867 -1.421
H -4.766 0.217 -2.555
H -6.176 1.827 -1.321
H -5.772 2.246 1.067
H -3.892 1.154 2.217
H 2.613 0.458 4.659
H 4.458 -1.052 5.229
H 5.207 -2.753 3.596
H 4.065 -2.954 1.437
H -0.523 -2.744 -0.992
H -1.273 -5.045 -1.517
H -0.012 -6.980 -0.648
H 1.965 -6.617 0.779
H 2.698 -4.360 1.324
H 1.404 -1.963 -2.457
H 2.937 -1.703 -4.381
H 5.293 -1.088 -3.997
H 6.117 -0.702 -1.710
H 4.598 -0.939 0.210
C 0.521 2.328 -3.394
Si 1.788 2.223 -1.950
C 1.624 3.827 -0.904
C 3.562 2.042 -2.612
O 1.334 0.949 -1.076
H 0.789 3.117 -4.089
H -0.475 2.548 -3.006
H 0.464 1.395 -3.955
H 1.590 4.706 -1.540
H 2.458 3.948 -0.218
H 0.714 3.814 -0.306
H 3.911 3.000 -2.977
H 3.620 1.340 -3.436
H 4.249 1.696 -1.846
C -2.986 6.017 0.252
N -2.596 4.635 0.444
C -2.421 3.658 -0.455
S -1.413 2.396 0.071
N -2.987 3.642 -1.666
C -4.025 4.517 -2.178
H -2.495 6.611 1.018
H -4.062 6.152 0.363
H -2.670 6.382 -0.722
H -2.121 4.421 1.312
H -2.723 2.860 -2.249
H -3.628 5.484 -2.496
H -4.793 4.679 -1.423
H -4.483 4.043 -3.042
```

gap between HOMO and LUMO (alpha / beta) = 7.66 / 7.77 eV
charge = +1
multiplicity = 2
E_HOMO (alpha / beta) = -10.2 / -10.2 eV

Mulliken population analysis, charges in e, atoms 1 to 99: -0.076 -1.349 2.720 -0.522 -0.578 -0.984 -0.845 -0.505 0.164 1.903 0.468 -0.511 -0.642 -0.738 -0.786 -0.190 0.488 -0.442 -1.092 -0.560 -0.810 -0.757 -0.235 -0.597 -0.985 -1.244 -0.267 0.231 1.652 0.725 0.324 -0.938 -0.681 -0.827 -0.431 1.186 -0.687 -0.670 -0.614 -0.830 -0.564 0.429 0.318 0.334 0.313 0.445 0.453 0.523 0.479 0.496 0.411 0.437 0.445 0.353 0.473 0.461 0.447 0.431 0.285 0.453 0.444 0.561 0.072 0.448 0.427 0.468 0.292 0.286 0.420 0.395 0.422 0.447 -0.681 1.011 -0.930 -1.272 -1.592 0.494 -0.188 0.307 0.429 0.323 0.134 0.489 0.284 0.313 -1.071 -0.140 0.405 -0.325 -0.022 -1.232 0.387 0.314 0.317 0.263 0.274 0.362 0.395

---

The following is a DFT calculation (ωB97M-V with the def2-TZVPD basis set) of C43H48N2OsP3S2Si2 as an isolated structure.

```
101
Properties=species:S:1:pos:R:3
Os -0.055 1.285 -0.647
C 3.401 1.350 -2.613
Si 2.731 -0.130 -1.714
C 4.125 -1.178 -1.055
C 1.601 -1.114 -2.826
N 1.707 0.465 -0.384
P 1.540 0.367 1.269
C -0.045 1.018 1.374
P -1.592 0.261 1.307
N -1.830 0.482 -0.309
Si -3.239 0.568 -1.391
C -4.052 2.224 -1.150
C -2.555 0.353 -3.109
C -4.447 -0.783 -0.953
C -1.619 -1.484 1.727
C -1.380 -1.867 3.047
C -1.385 -3.210 3.387
C -1.644 -4.170 2.416
C -1.878 -3.792 1.103
C -1.856 -2.449 0.754
C -2.880 1.020 2.290
C -3.977 0.271 2.718
C -5.023 0.893 3.382
C -4.972 2.258 3.620
C -3.879 3.005 3.198
C -2.831 2.393 2.530
C 2.741 1.380 2.135
C 4.105 1.107 2.015
C 5.027 1.892 2.685
C 4.592 2.949 3.478
C 3.237 3.213 3.609
C 2.308 2.426 2.941
C 1.817 -1.311 1.842
C 1.461 -2.382 1.024
C 1.638 -3.680 1.466
C 2.160 -3.915 2.732
C 2.500 -2.854 3.557
C 2.333 -1.550 3.114
H 3.960 1.034 -3.497
H 4.075 1.930 -1.981
H 2.602 2.017 -2.945
H 4.610 -1.677 -1.897
H 3.793 -1.952 -0.361
H 4.889 -0.573 -0.564
H 2.157 -1.504 -3.683
H 0.791 -0.495 -3.221
H 1.152 -1.964 -2.307
H -3.360 3.046 -1.342
H -4.427 2.324 -0.128
H -4.901 2.332 -1.829
H -1.905 1.185 -3.391
H -3.366 0.320 -3.840
H -1.989 -0.577 -3.200
H -4.710 -0.751 0.107
H -4.085 -1.785 -1.187
H -5.369 -0.626 -1.518
H -1.200 -1.118 3.810
H -1.196 -3.508 4.410
H -1.663 -5.218 2.688
H -2.080 -4.541 0.348
H -2.022 -2.147 -0.272
H -4.013 -0.797 2.540
H -5.872 0.311 3.715
H -5.786 2.745 4.142
H -3.844 4.067 3.392
H -1.974 2.972 2.201
H 4.443 0.273 1.411
H 6.085 1.679 2.596
H 5.314 3.561 4.002
H 2.904 4.030 4.236
H 1.245 2.612 3.036
H 1.050 -2.194 0.039
H 1.370 -4.510 0.826
H 2.303 -4.932 3.075
H 2.905 -3.039 4.543
H 2.610 -0.723 3.755
S -0.548 6.348 -2.277
P 0.202 5.105 -1.012
S -0.259 3.152 -1.798
C 2.000 5.143 -0.840
C 2.723 4.074 -0.318
C 4.094 4.182 -0.151
C 4.747 5.354 -0.509
C 4.030 6.416 -1.040
C 2.657 6.313 -1.209
C -0.489 5.223 0.655
C -1.801 5.677 0.783
C -2.328 5.919 2.041
C -1.556 5.700 3.174
C -0.256 5.232 3.050
C 0.283 5.003 1.792
H 2.224 3.154 -0.043
H 4.651 3.350 0.259
H 5.819 5.437 -0.383
H 4.539 7.326 -1.330
H 2.091 7.132 -1.635
H -2.384 5.881 -0.107
H -3.338 6.299 2.133
H -1.963 5.906 4.156
H 0.350 5.075 3.934
H 1.312 4.683 1.700
```

gap between HOMO and LUMO = 6.85 eV
charge = +1
E_HOMO = -10.2 eV

Mulliken population analysis, charges in e, atoms 1 to 99: 1.310 -0.995 0.064 -1.028 -0.994 0.254 1.294 -1.499 1.470 0.552 -0.104 -0.797 -1.009 -1.055 0.777 -0.593 -0.751 -0.621 -0.922 -0.708 0.347 -0.756 -0.833 -0.904 -0.230 0.305 0.478 -0.675 -0.766 -0.675 -0.450 -0.651 1.293 -0.397 -0.647 -0.812 -0.770 -0.927 0.457 0.183 0.252 0.496 0.305 0.301 0.467 0.227 0.283 0.156 0.224 0.474 0.293 0.435 0.272 0.317 0.334 0.470 0.519 0.446 0.424 0.444 0.670 0.410 0.452 0.418 0.289 -0.150 0.389 0.437 0.405 0.411 0.559 0.089 0.475 0.435 0.461 0.537 -0.397 0.963 -0.664 -0.007 0.529 -0.782 -0.845 -0.703 -0.991 0.920 -0.415 -0.947 -0.579 -0.446 -0.423 0.378 0.488 0.426 0.414 0.381 0.378 0.435 0.437

---

The following is a DFT calculation (ωB97M-V with the def2-TZVPD basis set) of one molecule with the formula C43H49N5O3 in a non-equilibrium geometry.

```
100
Properties=species:S:1:pos:R:3
C -6.938 -0.374 0.737
O -5.997 -0.057 1.785
C -4.681 -0.283 1.546
C -4.173 -0.612 0.266
C -2.837 -0.378 0.032
C -1.911 -0.133 1.054
C -0.522 0.025 0.637
N 0.319 0.928 1.297
C -0.062 1.945 2.233
C 0.536 2.001 3.506
C 1.758 1.195 3.944
C 1.388 0.142 4.992
C 2.878 2.080 4.516
C -0.060 2.802 4.481
C -1.132 3.635 4.190
C -1.636 3.654 2.893
C -1.064 2.882 1.887
C -1.470 3.131 0.444
C -0.624 4.225 -0.204
C -2.958 3.437 0.276
N 1.594 0.763 0.909
N 1.542 -0.139 -0.095
C 2.798 -0.519 -0.714
C 3.775 -1.170 0.065
C 3.477 -1.599 1.505
C 4.696 -1.672 2.426
C 2.706 -2.909 1.529
C 5.003 -1.483 -0.520
C 5.316 -1.006 -1.791
C 4.448 -0.128 -2.433
C 3.175 0.112 -1.914
C 2.230 1.105 -2.583
C 2.187 0.927 -4.093
C 2.532 2.552 -2.202
C 0.252 -0.614 -0.285
C 0.010 -1.752 -1.245
C -2.426 0.044 2.383
C -3.781 -0.049 2.624
H -7.880 -0.491 1.263
H -7.012 0.444 0.012
H -6.687 -1.305 0.219
H -4.813 -0.928 -0.561
H -2.480 -0.313 -0.998
H 2.143 0.708 3.040
H 0.565 -0.493 4.644
H 2.250 -0.503 5.206
H 1.077 0.619 5.934
H 3.133 2.893 3.826
H 2.591 2.523 5.480
H 3.779 1.473 4.677
H 0.338 2.768 5.496
H -1.560 4.280 4.963
H -2.480 4.299 2.658
H -1.276 2.201 -0.100
H 0.443 4.049 -0.033
H -0.801 4.246 -1.285
H -0.872 5.211 0.207
H -3.576 2.762 0.879
H -3.189 4.473 0.556
H -3.241 3.296 -0.775
H 2.843 -0.807 1.922
H 5.275 -0.746 2.403
H 4.368 -1.828 3.460
H 5.356 -2.504 2.162
H 1.790 -2.840 0.935
H 3.324 -3.705 1.095
H 2.434 -3.197 2.551
H 5.733 -2.068 0.044
H 6.251 -1.282 -2.270
H 4.749 0.410 -3.334
H 1.225 0.864 -2.211
H 1.969 -0.116 -4.336
H 1.382 1.528 -4.527
H 3.140 1.198 -4.554
H 2.537 2.691 -1.117
H 3.509 2.867 -2.585
H 1.775 3.223 -2.622
H 0.975 -2.121 -1.640
H -0.393 -2.599 -0.654
H -1.750 0.308 3.202
H -4.190 0.090 3.626
N -3.390 -6.944 -5.983
C -2.947 -6.131 -5.264
C -2.398 -5.095 -4.430
C -3.135 -4.535 -3.382
C -2.660 -3.409 -2.716
C -1.406 -2.878 -3.038
C -0.962 -1.571 -2.366
C -0.610 -0.577 -3.453
N -1.227 0.649 -3.465
O -2.040 0.962 -2.538
O -0.999 1.473 -4.411
C -0.609 -3.512 -3.998
C -1.117 -4.611 -4.706
H -4.102 -4.950 -3.104
H -3.254 -2.905 -1.947
H -1.901 -1.175 -1.971
H -0.199 -0.875 -4.422
H 0.396 -3.133 -4.228
H -0.542 -5.069 -5.513
```

gap between HOMO and LUMO = 5.91 eV
E_HOMO = -6.7 eV

Mulliken population analysis, charges in e, atoms 1 to 99: -0.814 -0.444 0.726 -0.378 -0.492 -0.136 -0.143 1.701 -0.485 0.825 1.308 -1.412 -1.651 -0.481 -1.464 -0.438 -0.023 2.575 -1.632 -1.962 -1.678 2.371 -0.419 0.142 1.928 -1.926 -1.273 -0.439 -1.268 -0.383 -0.173 2.918 -1.765 -1.566 0.485 -1.067 0.120 -1.122 0.263 0.322 0.330 0.316 1.107 -0.459 0.338 0.402 0.359 0.394 0.320 0.451 0.352 0.402 0.369 -0.943 0.318 0.413 0.381 0.379 0.424 0.404 -0.745 0.434 0.366 0.493 0.200 0.309 0.380 0.296 0.381 0.359 -1.740 0.340 0.406 0.452 0.292 0.310 0.426 0.262 0.796 0.469 0.437 -0.555 -0.050 0.549 -0.876 -0.106 -0.837 2.705 -1.825 1.305 -0.734 -0.835 -0.242 -0.970 0.448 0.345 -1.225 0.455 0.390

---

The following is a DFT calculation (ωB97M-V with the def2-TZVPD basis set) of C43H51BClN5O6Ti as an isolated structure.

```
108
Properties=species:S:1:pos:R:3
Ti 0.004 -0.418 -0.653
O 1.544 -1.532 -0.656
C 2.853 -1.330 -0.617
C 3.710 -2.286 -1.172
C 5.079 -2.120 -1.118
C 5.641 -1.001 -0.504
C 4.806 -0.055 0.050
C 3.414 -0.194 -0.001
C 2.593 0.837 0.591
N 1.317 0.882 0.485
N 0.692 1.945 1.129
C -0.589 1.793 1.017
O -1.132 0.750 0.430
C -1.498 2.828 1.557
C -2.867 2.586 1.599
C -3.728 3.544 2.112
C -3.226 4.749 2.579
C -1.859 4.996 2.531
C -0.996 4.041 2.024
H 3.266 -3.149 -1.652
H 5.722 -2.871 -1.559
H 6.714 -0.877 -0.464
H 5.220 0.823 0.531
H 3.081 1.628 1.157
H -3.246 1.647 1.217
H -4.792 3.350 2.143
H -3.898 5.498 2.976
H -1.467 5.939 2.890
H 0.070 4.219 1.981
C -3.483 -1.920 -1.570
C -2.295 -1.609 -2.470
C -1.864 -2.806 -3.303
O -1.220 -1.207 -1.669
H -4.386 -2.080 -2.162
H -3.656 -1.094 -0.881
H -3.288 -2.815 -0.979
H -2.556 -0.779 -3.136
H -1.494 -3.593 -2.645
H -1.063 -2.528 -3.987
H -2.701 -3.198 -3.883
C 1.840 2.914 -8.867
C 1.319 3.695 -7.653
C -0.155 4.022 -7.897
C 2.094 5.014 -7.529
C 1.521 2.877 -6.376
C 2.795 2.381 -6.078
C 3.070 1.647 -4.929
C 2.016 1.418 -4.073
O 1.992 0.731 -2.887
B 0.665 0.795 -2.429
O -0.104 1.527 -3.340
C 0.754 1.902 -4.348
C 0.474 2.634 -5.482
H 1.619 3.461 -9.786
H 1.366 1.933 -8.929
H 2.919 2.764 -8.823
H -0.255 4.568 -8.837
H -0.568 4.650 -7.106
H -0.760 3.115 -7.970
H 1.984 5.607 -8.441
H 3.157 4.832 -7.367
H 1.722 5.603 -6.689
H 3.610 2.574 -6.764
H 4.061 1.271 -4.717
H -0.530 2.990 -5.657
C -3.044 -5.825 4.289
C -2.807 -6.256 2.836
C -3.622 -5.321 1.933
C -3.381 -7.669 2.640
C -1.268 -6.273 2.564
O -0.649 -7.195 3.481
C -0.811 -6.729 1.156
C -1.273 -5.985 -0.114
C -2.217 -6.756 -1.025
C -2.058 -8.115 -1.282
C -2.904 -8.793 -2.148
C -3.927 -8.105 -2.772
Cl -4.997 -8.946 -3.851
C -4.106 -6.751 -2.546
C -3.252 -6.092 -1.678
C -0.509 -5.002 3.021
N -0.788 -3.721 2.384
C -0.123 -3.149 1.371
N -0.578 -1.928 1.169
C -1.535 -1.787 2.126
N -1.691 -2.846 2.885
H -4.092 -5.990 4.547
H -2.835 -4.762 4.426
H -2.429 -6.401 4.980
H -4.648 -5.305 2.310
H -3.672 -5.679 0.908
H -3.264 -4.293 1.946
H -4.451 -7.646 2.855
H -2.944 -8.402 3.322
H -3.268 -8.020 1.613
H -0.896 -8.089 3.226
H -1.077 -7.782 1.064
H 0.280 -6.718 1.205
H -0.390 -5.730 -0.708
H -1.737 -5.035 0.140
H -1.251 -8.668 -0.819
H -2.769 -9.848 -2.341
H -4.912 -6.223 -3.038
H -3.407 -5.043 -1.493
H 0.549 -5.204 2.857
H -0.652 -4.875 4.091
H 0.666 -3.628 0.813
H -2.112 -0.886 2.247
```

gap between HOMO and LUMO = 7.70 eV
E_HOMO = -8.0 eV

Mulliken population analysis, charges in e, atoms 1 to 99: -0.298 0.194 0.206 -0.694 -0.554 -0.829 -0.738 0.960 -0.426 1.264 -1.186 0.536 -0.130 0.410 -0.187 -0.809 -0.369 -0.663 -0.457 0.444 0.428 0.411 0.403 0.325 0.398 0.406 0.382 0.387 0.448 -0.760 0.514 -1.309 -0.564 0.517 0.189 -0.261 0.268 0.164 0.361 0.423 -1.633 2.049 -2.077 -1.566 0.597 -0.493 -1.887 0.962 -0.130 0.428 -0.206 0.434 -1.071 0.446 0.381 0.321 0.432 0.361 0.426 0.423 0.340 0.376 0.347 0.501 0.529 -2.049 2.265 -1.706 -2.011 2.289 -0.711 -1.979 1.007 -0.475 -0.312 -0.990 0.346 -0.225 -1.196 0.290 -3.142 1.179 -0.584 0.157 -0.776 -0.888 0.488 0.336 0.380 0.676 0.326 0.142 0.483 0.459 0.342 0.554 0.731 0.209 0.615

---

What did we get for molecular weight? Answer: 806.92, 996.33, 683.90, 828.04 u, in the order shown.
What did we get for energy? Answer: -4361.41227, -4266.96086, -2167.25746, -3729.12374 Ha, in the order shown.